The following is a DFT calculation (ωB97M-V/def2-TZVPD) of an isolated molecule of C9H12N2Si in a non-equilibrium geometry.

The geometry in XYZ format:
```
24
Properties=species:S:1:pos:R:3:forces:R:3
C -3.3377 0.9424 0.2029 -1.07 -0.06 0.14
C -3.1921 -0.3743 -0.1378 0.52 -1.02 -0.21
C -1.3385 -2.2380 -0.3235 -0.71 -0.08 0.86
C -2.2558 1.7299 0.4475 2.44 0.12 -0.03
C 0.0053 -2.1025 -0.1400 1.31 -1.35 -0.42
C -1.8892 -0.9005 -0.1562 -1.18 -1.35 -0.30
C -0.8443 -0.0327 0.0880 1.97 -0.33 -0.05
C 2.3908 1.3926 1.3141 -3.71 0.82 -0.95
C 2.6352 0.0534 -1.5508 -1.46 -0.49 0.32
N -0.9860 1.2493 0.3243 -0.29 1.21 0.70
N 0.4287 -0.7954 0.0665 -2.82 1.42 0.47
Si 2.0837 -0.1765 0.2778 -0.02 0.25 -1.40
H -4.3176 1.3482 0.3427 -0.45 0.23 -0.12
H -4.0756 -0.9710 -0.3661 0.33 -0.04 0.13
H -1.9553 -3.1655 -0.2497 0.93 0.87 -0.55
H -2.3699 2.7726 0.7671 0.21 -0.42 -0.28
H 0.7806 -2.9306 -0.2064 -1.12 1.27 0.29
H 3.3242 1.7163 1.0681 3.09 0.59 -0.64
H 1.7652 2.3060 0.9326 0.61 -1.92 0.51
H 2.3060 1.4325 2.3866 -0.20 -0.53 0.38
H 2.9657 -0.8875 -2.0214 -0.13 0.12 0.49
H 1.6526 0.2904 -2.0760 1.52 0.40 0.33
H 3.4607 0.7423 -1.6462 -0.13 0.61 -0.42
H 2.7634 -1.4012 0.6557 0.35 -0.30 0.76
```
Positions in Å, forces in eV/Å.

## Properties
- energy (hartree) = -749.1656
- energy relative to the best compared isomer or geometry (same formula, charge and spin) (kJ/mol) = 0.0
- multiplicity = 1
- HOMO energy (Eh) = -0.3003
- SMILES = C[SiH](C)n1ccc2cccnc21
- gap between HOMO and LUMO (eV) = 9.1